Entry from the OMol25 dataset: a structure of composition C51H89BrCl3N7NaO4P4S3Si (the ωB97M-V functional and the def2-TZVPD basis).

Cartesian coordinates (Å):
Na (0.14797, 0.19112, -0.36822)
C (2.96947, 3.78709, 3.07134)
N (2.52481, 2.47444, 2.62855)
C (3.22223, 1.35619, 3.25724)
P (1.03917, 2.19110, 1.98570)
O (0.96084, 0.83277, 1.42179)
O (0.96154, 3.41449, 0.94339)
P (0.15619, 3.50672, -0.45947)
O (-0.45180, 2.20666, -0.82358)
N (-0.98067, 4.66544, -0.31973)
C (-2.37891, 4.31481, -0.09247)
C (-0.63261, 6.02683, 0.06338)
N (1.32987, 4.13192, -1.40976)
C (2.75155, 3.83315, -1.23916)
C (0.96483, 4.39179, -2.80159)
N (-0.24832, 2.48633, 2.96734)
C (-0.87479, 1.37629, 3.68076)
C (-0.45231, 3.78761, 3.58457)
H (4.04118, 3.88379, 2.88445)
H (2.79792, 3.93728, 4.14302)
H (2.45871, 4.57381, 2.51870)
H (4.28644, 1.41101, 3.01905)
H (2.82916, 0.42307, 2.86391)
H (3.10847, 1.37342, 4.34713)
H (-2.55910, 3.28364, -0.38511)
H (-3.01938, 4.96933, -0.68791)
H (-2.64596, 4.43742, 0.96284)
H (0.42235, 6.21650, -0.12293)
H (-0.84406, 6.20089, 1.12350)
H (-1.21980, 6.73706, -0.52180)
H (2.97340, 3.58142, -0.20537)
H (3.33206, 4.71782, -1.50882)
H (3.05938, 3.00394, -1.88176)
H (-0.08858, 4.65976, -2.87537)
H (1.14986, 3.51041, -3.42556)
H (1.55688, 5.22689, -3.17912)
H (-0.64315, 0.43507, 3.18549)
H (-1.95779, 1.51854, 3.68641)
H (-0.52953, 1.32562, 4.71953)
H (-0.01816, 4.57725, 2.97225)
H (-0.01339, 3.83985, 4.58680)
H (-1.52316, 3.98336, 3.67432)
C (-2.52168, -2.15119, 1.66093)
P (-1.25563, -2.48948, 0.36670)
C (-2.35661, -3.05311, -0.98156)
C (-0.51871, -4.05506, 0.99083)
C (-0.78172, -5.26683, 0.34660)
C (-0.17402, -6.44622, 0.74800)
C (0.71635, -6.43678, 1.81062)
C (0.98098, -5.24147, 2.45785)
C (0.38405, -4.04436, 2.06445)
P (0.77896, -2.47533, 2.95482)
C (2.61188, -2.53543, 2.90446)
C (0.49875, -3.00557, 4.69183)
H (-3.22750, -2.97941, 1.75624)
H (-3.06957, -1.24308, 1.40717)
H (-2.02817, -1.99541, 2.61880)
H (-1.78486, -3.48171, -1.80578)
H (-2.85668, -2.16090, -1.36189)
H (-3.11281, -3.76887, -0.65141)
H (-1.47457, -5.30223, -0.48293)
H (-0.40100, -7.37005, 0.23138)
H (1.20007, -7.34993, 2.13242)
H (1.67802, -5.24270, 3.28783)
H (3.01411, -3.45612, 3.32936)
H (3.01479, -1.69234, 3.46873)
H (2.95204, -2.44464, 1.87130)
H (1.00211, -3.93764, 4.95352)
H (-0.57020, -3.12598, 4.87277)
H (0.86255, -2.22147, 5.35970)
S (-0.73458, 0.66030, -5.13087)
C (-0.10463, -0.92233, -4.98771)
C (-0.07206, -1.27782, -3.67834)
N (-0.54064, -0.33673, -2.79649)
C (-0.91644, 0.73178, -3.43658)
H (0.19816, -1.50180, -5.84415)
H (0.28800, -2.22526, -3.30207)
H (-1.30564, 1.60505, -2.93283)
C (-5.95890, 3.08932, -0.00158)
C (-6.36654, 2.47068, -1.34994)
C (-7.88796, 2.63293, -1.50731)
C (-5.67659, 3.31447, -2.43331)
Si (-5.85045, 0.63264, -1.49919)
Br (-3.69759, 0.59997, -0.73551)
C (-5.73657, 0.01120, -3.30766)
C (-7.00616, 0.38564, -4.09214)
C (-5.57695, -1.51631, -3.36692)
C (-4.51831, 0.58506, -4.04859)
C (-6.81602, -0.54503, -0.34148)
C (-8.19274, -0.88096, -0.94135)
C (-7.04444, 0.09658, 1.03590)
C (-6.06521, -1.86154, -0.08278)
H (-6.27430, 4.13817, 0.00540)
H (-4.87811, 3.06274, 0.14114)
H (-6.41976, 2.60394, 0.85523)
H (-8.13066, 3.70063, -1.51922)
H (-8.43816, 2.19084, -0.67556)
H (-8.27254, 2.20354, -2.43392)
H (-5.92654, 4.36784, -2.26829)
H (-5.99996, 3.06044, -3.44257)
H (-4.58814, 3.22101, -2.38798)
H (-7.91864, 0.00628, -3.62831)
H (-6.94418, -0.05402, -5.09286)
H (-7.11620, 1.46299, -4.22097)
H (-6.44983, -2.05237, -2.99597)
H (-4.69999, -1.85738, -2.81226)
H (-5.43817, -1.80914, -4.41275)
H (-4.48987, 1.67343, -4.07254)
H (-4.54592, 0.23274, -5.08531)
H (-3.58792, 0.23154, -3.60431)
H (-8.79800, 0.00720, -1.13253)
H (-8.74608, -1.50309, -0.23039)
H (-8.11855, -1.44514, -1.87129)
H (-7.70371, 0.96348, 0.99378)
H (-6.10612, 0.39674, 1.50847)
H (-7.52240, -0.64096, 1.68832)
H (-5.90527, -2.45468, -0.98079)
H (-6.66116, -2.46758, 0.60771)
H (-5.09527, -1.68847, 0.38392)
Cl (6.18865, -7.27369, 2.06764)
C (6.36916, -5.62414, 1.56932)
C (5.74652, -4.61879, 2.28831)
C (5.89151, -3.30417, 1.87615)
C (6.65393, -2.97058, 0.76357)
C (6.78616, -1.52752, 0.32135)
C (5.95434, -1.21623, -0.91688)
N (4.53503, -1.47220, -0.73611)
C (3.85545, -2.64613, -0.97910)
C (2.53018, -2.33329, -0.88366)
N (2.37977, -0.99193, -0.61044)
C (3.59682, -0.51935, -0.51814)
O (6.38687, -0.62944, 1.33484)
C (7.42566, -0.39953, 2.28514)
C (6.89516, 0.42290, 3.41034)
C (6.86520, 1.78506, 3.43080)
Cl (7.36358, 2.83563, 2.16683)
S (6.24836, 2.42251, 4.89291)
C (5.99430, 0.84746, 5.51356)
C (6.37861, -0.11015, 4.62973)
C (7.27520, -4.00968, 0.07749)
Cl (8.28204, -3.66456, -1.30467)
C (7.14193, -5.33389, 0.45827)
H (5.15404, -4.86668, 3.15748)
H (5.39979, -2.50752, 2.41924)
H (7.83481, -1.34152, 0.05504)
H (6.30938, -1.80011, -1.76358)
H (6.07542, -0.16287, -1.16632)
H (4.37122, -3.56958, -1.18389)
H (1.68308, -2.99410, -0.98288)
H (3.86954, 0.50798, -0.32666)
H (8.26016, 0.10919, 1.79209)
H (7.79390, -1.35569, 2.67269)
H (5.59673, 0.71343, 6.50676)
H (6.32544, -1.17071, 4.83626)
H (7.63865, -6.11810, -0.09430)
C (3.49449, -0.77719, -4.09911)
S (2.90861, 0.87262, -3.70112)
C (3.11251, 1.62955, -5.31996)
H (2.86912, -1.23529, -4.86572)
H (3.42769, -1.38240, -3.19655)
H (4.52987, -0.75436, -4.44133)
H (4.15333, 1.61451, -5.64242)
H (2.78710, 2.66735, -5.25047)
H (2.49468, 1.12605, -6.06427)

calculated total energy: -9647.5522 hartree
E_LUMO: -1.446 eV
energy relative to the best compared isomer or geometry (same formula, charge and spin): 0.0 kJ/mol
HOMO: -0.3613 hartree
net charge: +1